The following is a quantum chemistry calculation of a structure of composition C14H15Cl4NO8SSn, from the OMol25 dataset.

As for the charge: -2. Its gap between HOMO and LUMO is 0.2316 Eh. The highest occupied orbital energy comes out at -2.16 eV.

CARTESIAN COORDINATES (ANGSTROEM)
1 Sn 0.27 -0.59 -0.76
2 O -2.13 1.73 1.05
3 C -1.31 1.99 2.16
4 C -0.62 0.76 2.73
5 N 0.46 0.16 1.94
6 C 0.92 -1.04 2.66
7 C -0.05 -2.24 2.56
8 O -0.50 -2.71 3.62
9 O -0.27 -2.65 1.39
10 C 1.59 1.08 1.78
11 C 2.70 0.47 0.92
12 O 3.86 0.64 1.27
13 O 2.33 -0.14 -0.15
14 H -1.59 1.86 0.26
15 H -1.95 2.37 2.96
16 H -0.58 2.77 1.93
17 H -1.37 -0.02 2.90
18 H -0.22 1.03 3.73
19 H 1.09 -0.80 3.71
20 H 1.87 -1.36 2.22
21 H 2.01 1.37 2.75
22 H 1.24 1.97 1.26
23 Cl 1.08 6.01 -3.08
24 C 0.96 4.28 -3.05
25 C 1.33 3.53 -4.15
26 Cl 1.90 4.31 -5.59
27 C 1.24 2.13 -4.10
28 Cl 1.68 1.17 -5.48
29 C 0.80 1.44 -2.96
30 O 0.69 0.16 -2.88
31 C 0.40 2.24 -1.83
32 O -0.04 1.60 -0.76
33 C 0.50 3.62 -1.90
34 Cl 0.03 4.53 -0.49
35 C -0.79 -4.59 -1.42
36 S -2.43 -3.85 -1.45
37 C -2.80 -4.14 0.28
38 O -2.23 -2.38 -1.60
39 H -0.89 -5.66 -1.25
40 H -0.22 -4.11 -0.62
41 H -0.34 -4.39 -2.39
42 H -2.83 -5.21 0.46
43 H -3.77 -3.69 0.48
44 H -2.02 -3.65 0.88

The following is a quantum chemistry calculation of the molecule C14H15F3N2O5 in a non-equilibrium geometry, from the OMol25 dataset.

Its gap between HOMO and LUMO is 0.3416 Eh. The highest occupied orbital energy comes out at -8.96 eV. As for the SMILES: CCOC(=O)[C@@H]1[C@@H](c2ccccc2O)NC(=O)N[C@]1(O)C(F)(F)F.

CARTESIAN COORDINATES (ANGSTROEM)
1 C -2.68 2.01 -2.28
2 C -3.04 0.78 -1.26
3 H -3.45 -0.11 -1.73
4 H -3.63 1.21 -0.53
5 O -1.96 0.22 -0.94
6 C -1.22 1.09 0.10
7 O -1.59 2.27 0.55
8 C 0.09 0.17 0.57
9 C 0.90 -0.48 -0.56
10 N 1.98 -1.06 0.15
11 C 2.14 -1.84 1.27
12 O 2.94 -2.61 1.51
13 N 0.57 -1.77 1.85
14 C -0.22 -0.75 1.84
15 O -0.52 -0.08 2.84
16 H -0.80 -0.40 3.69
17 C -1.76 -1.48 1.52
18 F -2.73 -0.70 1.48
19 F -1.73 -2.57 2.56
20 F -1.49 -2.16 0.43
21 H 0.73 -2.32 2.70
22 H 2.92 -1.15 -0.45
23 C 1.37 0.58 -1.46
24 C 0.72 0.69 -2.69
25 C 1.07 1.25 -3.85
26 C 1.85 2.41 -3.41
27 C 2.33 2.55 -2.28
28 C 2.35 1.46 -1.22
29 O 2.91 1.78 -0.10
30 H 2.73 0.88 0.49
31 H 3.33 3.18 -2.02
32 H 2.07 3.14 -4.32
33 H 0.47 1.42 -4.65
34 H -0.20 -0.21 -3.02
35 H 0.17 -1.16 -0.97
36 H 0.86 0.96 1.26
37 H -2.05 1.46 -3.26
38 H -3.57 2.54 -2.62
39 H -2.12 2.81 -1.86

The following is a quantum chemistry calculation of a structure of composition C14H15HoO4P in a non-equilibrium geometry, from the OMol25 dataset.

As for the charge: +3. As for the expectation value of S²: 6.03. Its spin multiplicity is 5. Its gap between HOMO and LUMO (spin up / spin down) is 0.2847 / 0.1922 Eh. The highest occupied orbital energy (spin up / spin down) comes out at -19.43 / -18.87 eV.

CARTESIAN COORDINATES (ANGSTROEM)
1 Ho 0.40 1.05 -1.14
2 O -2.86 -0.57 -0.58
3 C -1.84 -0.01 -0.57
4 C 1.71 0.07 0.57
5 O 2.36 -0.57 1.29
6 C -0.24 2.01 0.98
7 O -0.41 2.56 2.00
8 C 0.32 -1.40 -0.93
9 O 0.34 -2.54 -0.69
10 C 1.04 2.23 -3.13
11 H 0.87 1.63 -4.03
12 H 0.43 3.14 -3.08
13 C 2.31 2.18 -2.48
14 H 2.71 3.05 -1.95
15 H 3.11 1.56 -2.90
16 C -2.46 -0.13 2.59
17 P -0.93 -0.90 1.97
18 C 0.09 -0.61 3.42
19 C -1.45 -2.63 2.34
20 C -1.56 -3.16 3.65
21 C -2.07 -4.44 3.82
22 C -2.51 -5.19 2.73
23 C -2.47 -4.62 1.46
24 C -1.96 -3.34 1.26
25 H -2.36 0.96 2.60
26 H -2.61 -0.49 3.63
27 H -3.32 -0.44 2.01
28 H -0.56 -0.62 4.31
29 H 0.80 -1.41 3.53
30 H 0.63 0.34 3.33
31 H -1.26 -2.60 4.56
32 H -2.11 -4.86 4.82
33 H -2.91 -6.20 2.87
34 H -2.84 -5.18 0.60
35 H -2.01 -2.91 0.25

The following is a quantum chemistry calculation of the ion C14H15N2O4 with charge -1 in a non-equilibrium geometry, from the OMol25 dataset.

As for the charge: -1. Its gap between HOMO and LUMO is 0.2226 Eh. The highest occupied orbital energy comes out at -3.42 eV. As for the SMILES: CCOC(=O)[C@@H](C#N)[C@@H](C=[N+]([O-])[O-])c1ccc(C)cc1.

CARTESIAN COORDINATES (ANGSTROEM)
1 C -3.20 -0.46 -2.65
2 C -1.85 -0.03 -3.15
3 O -0.87 -0.28 -2.06
4 C 0.37 0.08 -2.48
5 C 1.44 -0.43 -1.46
6 C 2.64 -0.34 -2.22
7 N 3.70 -0.11 -2.66
8 O 0.58 0.66 -3.54
9 H -3.93 -0.20 -3.41
10 H -3.26 -1.54 -2.49
11 H -3.48 0.05 -1.73
12 H -1.54 -0.62 -4.03
13 H -1.84 1.06 -3.38
14 H 1.12 -1.42 -1.22
15 C -2.49 -0.28 3.80
16 C -1.30 -0.19 2.88
17 C -0.95 -1.31 2.11
18 C 0.12 -1.21 1.22
19 C 0.85 -0.02 1.12
20 C 1.87 0.04 0.03
21 C 2.72 1.27 0.19
22 N 4.08 1.17 -0.03
23 O 4.94 2.11 -0.11
24 O 4.52 -0.02 -0.17
25 C 0.55 1.06 1.96
26 C -0.53 0.98 2.85
27 H -2.62 0.67 4.33
28 H -3.40 -0.45 3.20
29 H -2.40 -1.12 4.52
30 H -1.50 -2.25 2.24
31 H 0.36 -2.05 0.57
32 H 2.53 -0.88 0.09
33 H 2.38 2.30 0.23
34 H 1.14 1.97 1.89
35 H -0.75 1.80 3.53